Record 1
Computed, not measured: a 4-piece molecular cluster, C32H61N2O15P3S overall at a distorted geometry, with ωB97M-V/def2-TZVPD.

Properties
* SMILES string: COCCCCCCCCc1cnc2c(S)c(CCCCOC=O)c(C)cc2n1.COP(=O)(OC)OC.COP(=O)(OC)OC.COP(=O)(OC)OC
* LUMO energy: 0.0045 hartree
* gap between HOMO and LUMO: 8.6 eV

The geometry in XYZ format:
```
114
Properties=species:S:1:pos:R:3:lowdin_charge:R:1
C 0.808 -5.874 2.481 -0.114
O 1.274 -4.733 1.808 -0.204
C 1.030 -4.734 0.415 -0.248
C 1.428 -3.354 -0.097 -0.167
C 2.914 -3.120 0.228 -0.203
C 3.550 -2.040 -0.642 -0.206
C 3.105 -0.621 -0.254 -0.194
C 3.390 -0.278 1.229 -0.183
C 2.211 0.449 1.901 -0.179
C 1.513 -0.402 2.995 -0.122
C 0.020 -0.210 2.895 -0.254
C -0.497 1.123 2.874 -0.063
N -1.759 1.395 2.746 0.113
C -2.583 0.312 2.626 -0.247
C -3.978 0.512 2.438 -0.456
S -4.530 2.210 2.342 0.804
C -4.856 -0.548 2.305 -0.181
C -6.325 -0.291 2.061 -0.159
C -7.327 -1.074 2.945 -0.188
C -8.356 -1.806 2.061 -0.187
C -9.461 -2.496 2.866 -0.164
O -9.413 -3.937 2.849 -0.016
C -9.617 -4.480 1.639 -0.361
O -9.878 -5.644 1.509 0.086
C -4.305 -1.866 2.390 -0.197
C -5.151 -3.111 2.241 -0.031
C -2.969 -2.055 2.571 0.021
C -2.068 -0.985 2.685 -0.202
N -0.736 -1.269 2.825 0.196
H 0.478 -5.536 3.465 0.077
H 1.591 -6.633 2.589 0.087
H -0.058 -6.348 2.008 0.084
H 1.700 -5.458 -0.071 0.122
H -0.014 -4.981 0.200 0.119
H 1.212 -3.257 -1.162 0.118
H 0.780 -2.654 0.441 0.107
H 2.998 -2.929 1.295 0.091
H 3.424 -4.069 0.029 0.112
H 3.207 -2.206 -1.670 0.105
H 4.638 -2.111 -0.695 0.108
H 2.056 -0.475 -0.514 0.093
H 3.671 0.056 -0.896 0.105
H 4.222 0.431 1.204 0.104
H 3.754 -1.134 1.793 0.089
H 1.487 0.680 1.118 0.100
H 2.529 1.400 2.331 0.105
H 1.730 -1.456 2.823 0.089
H 1.876 -0.154 3.993 0.123
H 0.191 1.958 2.945 0.121
H -5.299 2.320 3.436 -0.123
H -6.514 -0.560 1.015 0.127
H -6.574 0.760 2.141 0.060
H -7.919 -0.393 3.561 0.112
H -6.838 -1.765 3.625 0.098
H -7.810 -2.485 1.409 0.088
H -8.816 -1.043 1.430 0.121
H -9.518 -2.140 3.890 0.127
H -10.420 -2.222 2.415 0.120
H -9.510 -3.842 0.749 0.148
H -5.701 -3.307 3.162 0.083
H -5.841 -3.068 1.403 0.076
H -4.488 -3.965 2.119 0.079
H -2.577 -3.062 2.627 0.118
C 1.259 4.176 -4.449 -0.090
O 1.274 2.741 -4.583 -0.228
P 0.154 1.857 -3.770 0.464
O 0.921 1.121 -2.745 -0.238
O -0.237 0.988 -5.064 -0.246
C 0.785 0.289 -5.768 -0.107
O -1.391 1.837 -3.314 -0.211
C -1.724 2.521 -2.087 -0.088
H 2.074 4.580 -5.044 0.078
H 0.317 4.583 -4.822 0.089
H 1.401 4.463 -3.405 0.087
H 1.577 -0.043 -5.095 0.085
H 1.201 0.923 -6.550 0.084
H 0.325 -0.582 -6.230 0.087
H -1.264 3.507 -2.037 0.081
H -1.405 1.922 -1.235 0.085
H -2.804 2.636 -2.062 0.088
C 4.249 9.255 -9.660 -0.098
O 3.108 8.388 -9.814 -0.224
P 2.868 7.198 -8.716 0.441
O 3.097 5.937 -9.446 -0.237
O 1.318 7.525 -8.474 -0.243
C 0.428 7.529 -9.588 -0.105
O 3.075 6.902 -7.149 -0.217
C 4.411 6.527 -6.754 -0.096
H 4.243 9.960 -10.486 0.087
H 4.192 9.811 -8.723 0.087
H 5.175 8.677 -9.692 0.086
H 0.735 6.805 -10.343 0.087
H 0.380 8.527 -10.023 0.083
H -0.559 7.261 -9.218 0.087
H 5.160 7.184 -7.197 0.079
H 4.610 5.497 -7.049 0.090
H 4.478 6.604 -5.672 0.087
C 5.597 -4.741 6.488 -0.099
O 5.677 -3.315 6.303 -0.225
P 4.312 -2.496 5.913 0.446
O 4.520 -2.037 4.524 -0.237
O 4.506 -1.355 7.021 -0.240
C 5.710 -0.594 7.028 -0.107
O 2.733 -2.531 6.183 -0.209
C 1.962 -3.471 5.404 -0.085
H 6.595 -5.101 6.722 0.086
H 4.930 -4.990 7.316 0.087
H 5.249 -5.228 5.574 0.086
H 6.106 -0.465 6.021 0.086
H 6.453 -1.077 7.663 0.083
H 5.476 0.383 7.446 0.087
H 2.436 -4.453 5.389 0.080
H 1.849 -3.104 4.385 0.070
H 0.981 -3.559 5.863 0.092
```

***

Record 2
Computed, not measured: a 8-piece molecular cluster, C32H61NO14S7 overall at a distorted geometry, with ωB97M-V/def2-TZVPD.

Properties
* SMILES string: O=S1(=O)CCCC1.O=S1(=O)CCCC1.O=S1(=O)CCCC1.O=S1(=O)CCCC1.O=S1(=O)CCCC1.O=S1(=O)CCCC1.O=S1(=O)CCCC1.c1cc[nH]c1
* energy relative to the best compared isomer or geometry (same formula, charge and spin): 87.2 kcal/mol
* LUMO energy: 0.0019 hartree
* gap between HOMO and LUMO: 8.9 eV

The geometry in XYZ format:
```
115
Properties=species:S:1:pos:R:3:lowdin_charge:R:1
O -0.411 1.996 4.226 -0.372
S 0.954 2.205 3.707 0.729
O 1.172 2.950 2.485 -0.337
C 2.033 2.873 5.100 -0.193
C 3.364 2.165 4.901 -0.229
C 3.063 0.733 4.512 -0.252
C 1.907 0.577 3.595 -0.203
H 1.555 2.682 6.061 0.104
H 2.104 3.960 5.049 0.101
H 4.043 2.646 4.198 0.121
H 3.885 2.090 5.855 0.116
H 2.749 0.243 5.434 0.119
H 3.942 0.211 4.135 0.124
H 1.235 -0.246 3.841 0.101
H 2.218 0.456 2.558 0.092
O -5.349 0.161 7.117 -0.341
S -3.948 0.024 6.767 0.715
O -2.933 -0.236 7.805 -0.348
C -3.941 -1.345 5.493 -0.169
C -3.614 -0.564 4.185 -0.234
C -3.999 0.885 4.260 -0.255
C -3.514 1.346 5.623 -0.229
H -4.917 -1.827 5.447 0.098
H -3.157 -2.080 5.675 0.095
H -2.549 -0.547 3.953 0.105
H -4.099 -1.017 3.321 0.106
H -5.056 1.142 4.179 0.113
H -3.600 1.549 3.493 0.111
H -3.977 2.279 5.943 0.117
H -2.425 1.344 5.602 0.083
O -2.744 -6.442 -5.663 -0.345
S -2.216 -5.090 -5.987 0.720
O -2.148 -4.682 -7.388 -0.348
C -3.337 -3.923 -5.202 -0.214
C -2.609 -3.408 -3.968 -0.258
C -1.429 -4.200 -3.641 -0.254
C -0.783 -4.592 -4.977 -0.200
H -4.237 -4.509 -5.017 0.104
H -3.574 -3.076 -5.847 0.106
H -2.276 -2.371 -4.016 0.120
H -3.275 -3.417 -3.105 0.117
H -1.676 -5.151 -3.169 0.120
H -0.797 -3.726 -2.891 0.093
H 0.006 -5.344 -4.970 0.109
H -0.375 -3.694 -5.442 0.107
O 2.082 4.105 -3.765 -0.363
S 0.612 4.075 -3.795 0.723
O -0.136 3.284 -4.795 -0.365
C 0.113 3.584 -2.027 -0.192
C -0.658 4.805 -1.546 -0.228
C -0.139 6.110 -2.193 -0.178
C 0.038 5.802 -3.726 -0.211
H 1.093 3.593 -1.550 0.088
H -0.329 2.589 -1.994 0.080
H -1.723 4.682 -1.745 0.115
H -0.525 4.746 -0.466 0.113
H 0.808 6.491 -1.813 0.115
H -0.861 6.913 -2.043 0.108
H 0.772 6.370 -4.297 0.099
H -0.864 5.794 -4.339 0.096
O 0.379 -2.590 -1.175 -0.355
S 0.300 -1.683 -0.021 0.740
O 1.138 -1.881 1.185 -0.362
C 0.419 0.091 -0.497 -0.208
C -0.756 0.769 0.230 -0.186
C -2.001 -0.207 0.070 -0.184
C -1.508 -1.606 0.577 -0.186
H 0.295 0.222 -1.572 0.101
H 1.440 0.343 -0.212 0.070
H -0.642 0.858 1.310 0.094
H -1.093 1.747 -0.115 0.096
H -2.138 -0.416 -0.991 0.104
H -2.930 0.018 0.593 0.098
H -2.076 -2.466 0.223 0.096
H -1.422 -1.546 1.662 0.077
O 3.419 -0.666 -1.518 -0.348
S 3.656 0.672 -2.106 0.716
O 3.273 1.929 -1.466 -0.339
C 5.334 0.899 -2.661 -0.220
C 5.229 1.594 -4.060 -0.195
C 4.126 0.880 -4.823 -0.220
C 3.015 0.603 -3.837 -0.213
H 5.749 -0.102 -2.777 0.105
H 5.984 1.390 -1.937 0.108
H 4.779 2.574 -3.906 0.108
H 6.191 1.714 -4.558 0.118
H 4.465 -0.074 -5.228 0.115
H 3.796 1.489 -5.665 0.121
H 2.715 -0.433 -3.992 0.094
H 1.998 0.981 -3.940 0.095
O 5.836 -3.493 -0.852 -0.372
S 5.386 -4.592 0.053 0.718
O 5.966 -5.917 0.016 -0.332
C 5.233 -3.920 1.743 -0.194
C 3.780 -4.352 2.207 -0.198
C 3.000 -5.251 1.210 -0.216
C 3.541 -4.826 -0.122 -0.226
H 5.221 -2.831 1.798 0.093
H 6.127 -4.278 2.253 0.093
H 3.821 -4.914 3.140 0.100
H 3.220 -3.477 2.536 0.093
H 1.919 -5.123 1.261 0.115
H 3.258 -6.300 1.356 0.112
H 3.219 -3.815 -0.374 0.092
H 3.386 -5.585 -0.888 0.106
C -5.857 3.802 -0.225 -0.121
C -5.077 2.958 0.547 -0.150
C -5.763 1.811 0.831 -0.154
N -7.008 2.010 0.345 -0.005
C -7.106 3.215 -0.371 -0.088
H -5.459 4.770 -0.492 0.093
H -4.065 3.126 0.885 0.088
H -5.481 1.017 1.506 0.096
H -7.747 1.344 0.517 0.146
H -8.035 3.545 -0.812 0.103
```

***

Record 3
Computed, not measured: C32H62F4O25P3 as an isolated structure at a distorted geometry, with ωB97M-V/def2-TZVPD.

Properties
* energy relative to the best compared isomer or geometry (same formula, charge and spin): 625.0 kcal/mol
* LUMO energy: 0.0698 hartree
* gap between HOMO and LUMO: 8.2 eV
* net charge: -1

The geometry in XYZ format:
```
126
Properties=species:S:1:pos:R:3:lowdin_charge:R:1
C -7.185 16.340 -39.527 -0.119
C -6.713 17.778 -39.644 -0.346
O -7.443 18.604 -40.441 -0.318
H -6.940 15.880 -40.484 0.026
H -8.213 16.285 -39.169 0.070
H -6.624 15.915 -38.694 0.066
H -5.640 17.675 -39.806 0.088
H -6.875 18.222 -38.661 0.086
C -5.695 17.536 -41.662 -0.151
C -6.452 18.499 -42.487 -0.226
O -6.709 17.883 -43.747 0.063
C -5.787 16.945 -43.890 -0.538
O -5.677 16.251 -44.871 0.169
O -5.043 16.875 -42.740 0.112
F -5.474 19.494 -42.751 0.049
H -6.356 16.884 -41.092 0.059
H -5.033 17.973 -40.915 0.112
H -7.388 18.849 -42.053 0.128
C -6.705 21.180 -39.454 -0.027
C -6.425 20.575 -40.771 -0.249
O -4.969 20.454 -40.614 -0.079
C -4.468 21.262 -39.580 -0.492
O -3.293 21.489 -39.368 0.138
O -5.489 21.820 -38.937 0.114
F -6.789 21.467 -41.785 0.030
H -7.032 20.426 -38.738 0.107
H -7.539 21.876 -39.538 0.146
H -6.981 19.654 -40.948 -0.017
C -9.921 18.441 -39.458 -0.067
C -9.819 17.899 -40.802 -0.370
O -11.137 18.172 -41.266 0.142
C -12.039 18.264 -40.231 -0.477
O -13.284 18.276 -40.377 0.095
O -11.349 18.490 -39.102 0.087
F -9.645 16.579 -40.765 0.037
H -9.600 19.483 -39.451 0.150
H -9.308 17.900 -38.737 0.087
H -8.902 18.352 -41.179 0.108
C -4.691 13.253 -39.959 -0.158
C -5.127 14.674 -39.536 -0.276
O -3.803 15.311 -39.418 0.120
C -2.881 14.381 -39.498 -0.580
O -1.676 14.551 -39.279 0.099
O -3.373 13.194 -39.515 0.130
F -5.805 14.521 -38.427 -0.192
H -4.619 13.201 -41.046 0.114
H -5.205 12.394 -39.528 0.154
H -5.700 15.238 -40.273 0.131
C -2.988 19.774 -41.091 -0.037
C -3.339 18.919 -39.868 -0.300
O -2.543 19.366 -38.853 -0.189
P -2.047 18.307 -37.644 0.549
O -1.269 19.107 -36.654 -0.253
O -1.325 17.180 -38.519 -0.190
C 0.069 17.173 -38.987 -0.242
C 0.761 15.856 -38.760 -0.088
O -3.451 17.627 -37.208 -0.144
C -3.607 16.281 -36.975 -0.241
C -5.138 15.890 -37.073 -0.008
H -1.947 19.871 -41.399 0.097
H -3.569 19.464 -41.959 0.079
H -3.447 20.729 -40.836 0.045
H -4.400 18.876 -39.622 0.098
H -3.053 17.870 -39.938 0.111
H 0.234 17.668 -39.944 0.120
H 0.813 17.868 -38.597 0.108
H 0.303 15.070 -39.360 0.048
H 1.748 16.035 -39.187 0.077
H 0.819 15.625 -37.697 0.087
H -3.061 15.652 -37.679 0.085
H -3.121 15.998 -36.041 0.124
H -5.466 16.180 -38.071 0.055
H -5.275 14.813 -36.986 0.107
H -5.779 16.252 -36.269 0.087
C -7.602 13.469 -38.792 -0.029
C -8.712 13.280 -39.843 -0.300
O -8.201 12.714 -40.939 -0.148
P -7.038 13.362 -41.905 0.691
O -5.821 13.752 -41.190 -0.267
O -6.736 12.321 -43.173 -0.135
C -7.550 11.285 -43.708 -0.309
C -7.597 10.142 -42.844 -0.116
O -7.844 14.583 -42.575 -0.089
C -7.623 15.886 -42.062 -0.281
C -8.447 16.916 -42.821 -0.008
H -6.914 12.624 -38.794 0.103
H -7.200 14.406 -39.177 0.046
H -8.156 13.719 -37.887 0.089
H -9.397 12.556 -39.400 0.120
H -9.393 14.110 -40.033 0.121
H -8.549 11.468 -44.104 0.133
H -6.999 10.899 -44.566 0.124
H -6.617 10.064 -42.372 0.093
H -8.346 10.105 -42.053 0.080
H -7.711 9.236 -43.439 0.087
H -7.887 15.859 -41.004 0.058
H -6.607 16.273 -41.979 0.052
H -8.402 17.835 -42.235 0.056
H -8.165 17.043 -43.866 0.120
H -9.421 16.433 -42.741 0.115
C -8.064 18.097 -32.391 -0.045
C -9.703 17.923 -32.360 -0.175
O -10.341 17.497 -33.596 -0.198
P -10.349 18.398 -34.905 0.455
O -11.021 19.734 -34.760 -0.241
O -8.802 18.360 -35.346 -0.207
C -8.301 19.279 -36.237 -0.250
C -6.766 18.923 -36.436 -0.026
O -11.069 17.402 -35.946 -0.150
C -10.366 16.188 -36.198 -0.241
C -9.867 15.973 -37.624 -0.058
H -7.691 17.402 -33.143 0.049
H -7.677 19.015 -32.834 0.062
H -7.459 17.809 -31.532 0.061
H -10.066 17.204 -31.626 0.106
H -10.162 18.874 -32.090 0.101
H -8.723 19.225 -37.241 0.091
H -8.599 20.245 -35.828 0.120
H -6.150 19.734 -36.825 0.079
H -6.406 18.528 -35.486 0.079
H -6.627 18.276 -37.302 0.020
H -9.521 15.914 -35.566 0.121
H -11.201 15.492 -36.128 0.125
H -9.361 15.008 -37.655 0.060
H -10.538 16.172 -38.460 0.095
H -8.885 16.368 -37.881 0.044
```

***

Record 4
Computed, not measured: a 8-piece molecular cluster, C32H62O9 overall at a distorted geometry, with ωB97M-V/def2-TZVPD.

Properties
* SMILES string: O=C1CCCO1.C1CCOC1.C1CCOC1.C1CCOC1.C1CCOC1.C1CCOC1.C1CCOC1.C1CCOC1
* energy relative to the best compared isomer or geometry (same formula, charge and spin): 271.4 kcal/mol
* LUMO energy: 0.0213 hartree
* gap between HOMO and LUMO: 9.2 eV

The geometry in XYZ format:
```
103
Properties=species:S:1:pos:R:3:lowdin_charge:R:1
O 25.171 -2.067 4.060 0.087
C 25.109 -1.638 5.199 -0.406
C 23.918 -1.560 6.132 -0.117
C 24.274 -0.522 7.141 -0.099
C 25.876 -0.631 7.209 -0.029
O 26.191 -1.137 5.843 -0.050
H 22.949 -1.425 5.650 0.079
H 23.792 -2.526 6.620 0.157
H 23.989 0.518 6.980 0.075
H 23.865 -0.844 8.099 0.122
H 26.206 0.400 7.336 0.100
H 26.362 -1.246 7.966 0.130
C 22.695 3.316 7.528 -0.169
C 22.329 2.304 6.423 -0.141
C 23.406 2.396 5.301 -0.162
O 24.221 3.547 5.771 -0.134
C 24.093 3.644 7.265 -0.175
H 22.624 2.722 8.439 0.111
H 21.995 4.138 7.678 0.116
H 21.321 2.491 6.052 0.111
H 22.314 1.254 6.713 0.084
H 22.944 2.477 4.316 0.082
H 24.136 1.593 5.405 0.089
H 24.406 4.617 7.643 0.133
H 24.702 2.848 7.694 0.096
C 22.494 4.650 0.040 -0.127
C 22.531 3.084 0.192 -0.148
C 23.212 3.120 1.610 -0.277
O 22.593 4.121 2.356 -0.084
C 22.076 5.117 1.465 -0.173
H 21.827 5.019 -0.740 0.108
H 23.502 5.018 -0.152 0.112
H 23.025 2.655 -0.680 -0.005
H 21.536 2.691 0.398 0.131
H 24.297 3.172 1.522 0.087
H 23.153 2.155 2.114 0.081
H 22.443 6.131 1.623 0.113
H 20.990 5.155 1.551 0.113
C 23.861 1.912 -1.854 -0.176
C 24.692 1.996 -0.587 -0.156
C 25.500 0.673 -0.517 -0.163
O 24.985 -0.113 -1.579 -0.105
C 24.570 0.805 -2.575 -0.213
H 24.044 2.791 -2.473 0.138
H 22.807 1.740 -1.639 0.126
H 24.055 2.080 0.292 0.054
H 25.496 2.732 -0.618 0.143
H 25.550 0.214 0.470 0.075
H 26.561 0.766 -0.747 0.117
H 23.899 0.381 -3.322 0.121
H 25.348 1.095 -3.282 0.121
C 20.626 -0.338 3.089 -0.145
C 21.781 0.357 3.771 -0.127
C 22.717 -0.773 4.044 -0.261
O 21.851 -1.853 4.344 -0.102
C 20.522 -1.708 3.795 -0.136
H 20.891 -0.603 2.065 0.114
H 19.750 0.308 3.030 0.115
H 21.540 0.690 4.780 0.106
H 22.128 1.209 3.185 0.098
H 23.302 -0.570 4.941 0.059
H 23.459 -0.988 3.275 0.091
H 19.708 -1.565 4.505 0.117
H 20.324 -2.495 3.068 0.120
C 28.781 4.165 5.890 -0.161
C 27.318 4.065 5.599 -0.118
C 26.916 2.779 6.433 -0.230
O 28.044 1.992 6.659 -0.161
C 29.147 2.843 6.572 -0.200
H 28.881 4.870 6.715 0.103
H 29.463 4.490 5.103 0.115
H 27.231 3.871 4.530 0.106
H 26.766 4.962 5.881 0.112
H 26.100 2.167 6.048 0.067
H 26.619 3.120 7.425 0.108
H 29.858 2.333 5.923 0.115
H 29.524 2.861 7.595 0.120
C 26.471 -0.189 3.407 -0.145
C 25.110 0.181 2.789 -0.067
C 24.905 1.690 3.110 -0.217
O 25.997 2.040 3.904 -0.115
C 26.523 0.820 4.547 -0.129
H 27.267 -0.050 2.675 0.060
H 26.454 -1.250 3.656 0.078
H 24.264 -0.338 3.240 0.025
H 25.128 -0.009 1.716 0.085
H 23.953 1.884 3.604 0.029
H 24.955 2.360 2.252 0.081
H 25.848 0.575 5.367 0.078
H 27.498 0.964 5.013 0.113
C 28.542 -1.546 2.209 -0.222
C 29.244 -2.098 3.411 -0.136
C 29.586 -0.818 4.189 -0.195
O 29.874 0.163 3.188 -0.120
C 29.236 -0.253 1.912 -0.163
H 27.528 -1.197 2.401 0.042
H 28.609 -2.211 1.348 0.125
H 30.165 -2.613 3.140 0.112
H 28.681 -2.780 4.048 0.115
H 30.456 -0.874 4.844 0.119
H 28.768 -0.531 4.849 0.090
H 29.945 -0.543 1.137 0.120
H 28.438 0.411 1.576 0.109
```